A molecular structure, C13H34N2NbO15S4 in a non-equilibrium geometry. Source: OMol25; level of theory: ωB97M-V with the def2-TZVPD basis set.

Results
Charge: -1
Frontier orbital gap in eV: 6.9781
HOMO in eV: -4.76
E_LUMO in eV: 2.218
Total energy in a.u.: -3403.31847

Geometry as XYZ:
```
69
Properties=species:S:1:pos:R:3:forces:R:3:lowdin_charge:R:1
Nb -1.189272 -1.841295 -0.839883 -0.950 -0.476 1.200 1.41
S 2.619752 5.072587 0.309059 -0.160 -0.062 0.188 0.59
C -4.505018 0.899633 -1.268726 -0.284 -0.277 -0.211 -0.12
H 0.763549 3.427035 2.629531 0.069 -0.122 -0.105 0.11
O -1.185824 0.499069 4.376284 -0.204 0.236 0.427 -0.29
C 1.657862 0.221711 -1.924795 0.150 0.124 -0.001 -0.20
O 4.813101 1.257227 6.827050 0.061 0.146 0.096 -0.23
O 3.971502 5.421769 0.546996 0.169 0.095 -0.029 -0.22
H -3.159573 -0.138034 2.847328 -0.011 0.029 0.107 0.10
C -2.321567 -0.503923 2.254375 -0.323 0.093 0.025 -0.30
H -2.121568 -2.373610 3.273086 -0.164 -0.070 0.082 0.10
H 1.974376 0.299975 3.853781 0.098 0.213 -0.009 0.09
H -2.420878 -0.097186 1.252521 0.132 -0.101 -0.138 0.03
H 2.425690 0.990854 -1.820967 0.027 0.072 0.036 0.07
H -0.844220 -0.109036 -0.253874 0.106 0.300 -0.015 -0.07
H -2.517549 -1.894176 -7.881648 0.029 0.129 0.041 0.13
H -1.188942 -1.316657 -2.602783 0.027 -0.324 -0.139 -0.10
H 2.465583 -1.977420 5.205241 0.140 -0.060 0.032 0.14
H 1.691719 -0.150661 -2.953579 -0.074 -0.059 -0.071 0.05
C 2.757811 -0.957170 5.432841 -0.208 0.114 0.103 -0.14
S 0.290220 -1.758858 -5.965094 -0.352 -0.256 0.024 0.58
C -1.580961 -2.304642 -7.514504 0.053 -0.158 -0.121 -0.17
O 0.323675 -0.349741 2.657672 0.297 -0.261 -0.217 -0.30
H -1.078369 -2.856009 -8.312783 -0.017 -0.013 0.008 0.13
O 0.190566 -0.908182 -4.846806 0.258 0.353 -0.065 -0.24
N -3.242167 -1.255489 -0.853575 1.577 0.242 -1.155 -0.26
H -2.023303 -4.183253 -6.498701 0.120 -0.050 0.054 0.13
S -0.920060 0.267395 2.992361 -0.146 -0.151 0.215 0.56
H -0.231980 1.629967 1.587388 -0.205 -0.104 -0.348 0.08
H 3.394853 -0.653789 3.383053 -0.008 0.021 -0.013 0.14
H 2.857454 -1.086884 -1.041450 0.075 0.006 0.189 0.07
H -0.182927 -2.485177 1.755085 0.101 0.120 -0.042 0.01
C 1.447527 4.218250 2.339344 0.073 0.122 0.301 -0.15
O 1.695894 6.140781 1.062059 0.092 0.013 0.137 -0.19
C -2.255419 -2.026326 2.243144 0.513 0.065 -0.112 -0.33
C 0.722415 5.459546 1.866961 -0.220 -0.113 -0.110 -0.16
H -3.776127 -2.041437 -1.220386 -0.054 -0.195 0.390 0.01
O -0.460922 -3.137465 -5.662513 0.181 -0.095 -0.219 -0.19
H 1.280189 -2.507265 -2.078651 -0.090 -0.025 -0.115 0.03
H -0.140390 5.211494 1.245853 0.002 -0.022 0.014 0.14
H 0.415445 6.106801 2.682984 0.108 0.112 -0.034 0.13
N 1.889298 -0.806065 -0.920827 0.159 -0.294 -0.230 -0.23
C -1.172817 -2.599760 1.314710 -0.314 -0.478 -0.083 -0.39
H -1.507784 -3.546628 -1.479547 0.045 -0.331 -0.215 -0.15
C 2.916502 -0.106179 4.195559 0.126 -0.194 -0.155 -0.15
O 2.138719 4.871380 -1.006989 0.015 -0.060 -0.178 -0.21
O 1.533119 -2.069844 -6.575920 0.151 0.008 -0.003 -0.23
H -2.475263 -2.725330 -5.575662 0.008 0.018 -0.011 0.13
O 2.214982 3.809326 1.196030 -0.151 0.035 -0.101 -0.18
O 3.801575 0.955820 4.627138 -0.111 -0.032 0.161 -0.19
H -4.669237 1.659990 -2.034915 0.021 0.073 -0.027 0.06
H -2.537719 0.420696 -1.829630 0.018 0.095 -0.217 0.03
O 4.069885 -0.958162 6.033483 0.016 -0.052 -0.115 -0.20
C 1.059106 -2.009045 -1.123803 -0.385 1.022 -0.085 -0.43
H 1.322827 -2.708331 -0.319990 -0.204 -0.147 0.094 0.03
H 2.129978 4.436639 3.162421 0.013 0.006 -0.017 0.14
C -1.752254 -3.155776 -6.271234 -0.258 0.116 0.132 -0.17
C -3.482064 -0.117830 -1.755712 0.275 0.604 0.381 -0.46
H 2.050478 -0.517344 6.137111 0.001 0.007 -0.008 0.14
H 0.688766 0.690805 -1.769225 -0.134 -0.059 0.006 0.03
H -1.340401 -3.683207 1.268582 0.012 -0.082 -0.021 0.01
H -3.233092 -2.349934 1.890100 -0.119 -0.051 0.073 0.09
O 6.064919 0.070296 5.072100 0.180 -0.036 0.010 -0.23
O -0.737436 -1.233041 -7.085139 -0.060 0.002 0.056 -0.19
H -4.148900 1.402514 -0.371701 -0.043 -0.048 0.160 0.06
S 4.834344 0.399576 5.696375 -0.208 -0.078 -0.103 0.58
O -0.910648 1.694773 2.280795 0.234 0.356 -0.004 -0.18
H -3.693494 -0.458804 -2.770569 -0.193 -0.038 -0.049 0.08
H -5.465535 0.423053 -1.066819 -0.081 0.028 0.146 0.06
```
Forces are in eV/Å.